1.
The following is a quantum chemistry calculation of C42H123AsF6O19 as an isolated structure, from the Open Molecules 2025 dataset.

Last column: Mulliken charge in e.
Positions of all 191 atoms, in Å:
O  0.053  4.792  -1.248  -0.042
H  0.480  4.057  -1.693  0.184
H  0.573  4.994  -0.467  0.706
H  -0.866  4.591  -1.056  0.190
As  -0.369  0.438  -0.226  2.145
F  0.753  0.278  1.214  -0.552
F  1.128  0.346  -1.308  -0.977
F  -1.435  0.807  -1.648  -0.537
F  -1.749  0.504  0.887  -0.452
F  -0.013  2.212  0.003  -0.515
F  -0.644  -1.320  -0.402  -0.386
C  1.991  4.252  -4.046  -1.635
C  2.099  2.850  -3.452  0.371
O  1.297  2.803  -2.294  0.593
H  2.616  4.343  -4.934  0.469
H  2.365  5.019  -3.367  0.322
H  0.969  4.404  -4.394  0.112
H  3.105  2.525  -3.184  0.174
H  1.727  2.135  -4.185  0.085
H  1.424  1.938  -1.896  -0.311
C  -7.227  -1.538  1.799  -0.617
C  -7.394  -0.088  2.150  0.018
O  -8.236  0.483  1.165  -0.595
H  -6.583  -1.975  2.562  0.303
H  -6.791  -1.797  0.835  -0.057
H  -8.175  -2.069  1.883  0.286
H  -6.408  0.374  2.100  -0.120
H  -7.704  -0.002  3.191  0.432
H  -7.805  0.421  0.309  0.393
C  4.266  -1.151  2.260  -0.640
C  3.314  -0.539  3.301  0.136
O  2.899  0.677  2.793  0.724
H  5.061  -0.419  2.120  0.219
H  3.798  -1.327  1.291  -0.364
H  4.674  -2.099  2.612  0.601
H  3.822  -0.317  4.240  0.423
H  2.488  -1.235  3.452  -0.375
H  2.119  0.513  2.258  -0.187
C  7.550  -1.955  -3.323  -1.249
C  6.886  -0.810  -2.551  0.693
O  7.372  0.444  -3.018  -0.626
H  7.323  -1.915  -4.388  0.357
H  7.084  -2.888  -3.009  0.236
H  8.619  -1.995  -3.110  0.349
H  7.164  -0.857  -1.498  0.155
H  5.797  -0.829  -2.543  -0.264
H  6.779  1.073  -2.600  0.475
C  -2.941  6.069  -1.270  -1.427
C  -3.269  5.104  -0.134  0.380
O  -2.199  4.197  -0.058  0.080
H  -2.067  6.679  -1.043  0.280
H  -3.748  6.778  -1.454  0.446
H  -2.791  5.447  -2.152  0.087
H  -4.166  4.517  -0.329  -0.072
H  -3.384  5.593  0.833  0.335
H  -2.438  3.464  0.514  0.340
C  1.433  4.351  3.222  -1.131
C  1.978  4.074  1.761  0.581
O  1.490  5.061  0.828  -0.551
H  0.372  4.601  3.258  0.402
H  2.031  5.152  3.657  0.498
H  1.602  3.521  3.908  -0.070
H  1.673  3.079  1.436  -0.474
H  3.048  4.200  1.594  0.304
H  1.696  5.927  1.187  0.250
C  -0.084  -4.828  -1.664  0.413
C  -0.439  -5.488  -2.983  -0.700
O  -0.307  -4.524  -4.050  -0.517
H  -0.547  -3.865  -1.451  -0.131
H  0.962  -4.521  -1.644  -0.509
H  -0.236  -5.434  -0.771  0.366
H  -1.481  -5.800  -2.917  0.408
H  0.196  -6.353  -3.173  0.318
H  0.633  -4.332  -4.010  0.260
C  1.324  -1.548  -4.060  -0.726
C  2.668  -2.073  -3.489  0.667
O  2.650  -3.441  -3.709  -0.536
H  0.414  -2.028  -3.699  0.064
H  1.314  -1.655  -5.145  0.591
H  1.290  -0.469  -3.911  -0.293
H  2.734  -1.955  -2.407  -0.330
H  3.532  -1.534  -3.877  0.298
H  3.451  -3.747  -3.278  0.313
C  4.596  4.419  6.096  -1.261
C  4.230  3.008  5.572  -0.038
O  4.249  3.022  4.148  -0.460
H  4.768  4.392  7.172  0.391
H  3.803  5.148  5.926  0.258
H  5.528  4.802  5.680  0.304
H  3.250  2.751  5.973  0.185
H  4.927  2.255  5.941  0.348
H  3.654  2.366  3.779  0.019
C  -3.736  -3.450  1.199  -0.767
C  -2.706  -2.664  1.966  0.239
O  -1.483  -3.120  1.445  0.436
H  -4.695  -3.189  1.645  0.214
H  -3.559  -4.525  1.248  0.243
H  -3.681  -3.119  0.162  -0.100
H  -2.751  -2.869  3.036  0.538
H  -2.714  -1.577  1.879  -0.387
H  -1.253  -2.653  0.638  -0.024
C  -5.519  1.981  -1.601  -0.055
C  -6.621  1.155  -2.328  -0.470
O  -7.399  0.362  -1.432  -0.472
H  -5.974  2.840  -1.106  0.354
H  -4.722  2.289  -2.278  -0.377
H  -4.986  1.418  -0.834  0.058
H  -6.243  0.396  -3.014  0.254
H  -7.361  1.767  -2.844  0.417
H  -8.055  -0.137  -1.923  0.216
C  -5.278  3.103  2.938  -1.618
C  -4.074  2.145  2.773  0.045
O  -3.293  2.435  1.608  -0.535
H  -5.842  2.796  3.819  0.420
H  -5.979  3.141  2.104  0.282
H  -5.025  4.154  3.084  0.396
H  -4.260  1.074  2.860  0.299
H  -3.350  2.303  3.572  0.183
H  -2.559  1.823  1.510  -0.008
C  -5.563  -2.573  -2.321  -1.169
C  -4.530  -2.576  -3.451  0.514
C  -3.087  -2.381  -2.950  -0.551
O  -4.576  -3.884  -4.128  -0.618
H  -6.560  -2.719  -2.737  0.465
H  -5.437  -1.620  -1.807  0.070
H  -5.378  -3.348  -1.577  0.331
H  -4.686  -1.789  -4.189  0.239
H  -2.868  -2.980  -2.066  0.050
H  -2.822  -1.345  -2.736  -0.235
H  -2.382  -2.711  -3.713  0.419
H  -3.830  -3.971  -4.726  0.347
C  1.050  -4.773  2.492  -0.568
C  0.248  -5.210  3.712  0.616
C  0.787  -4.780  5.071  -1.339
O  -1.088  -4.779  3.622  -0.585
H  1.246  -3.701  2.444  -0.068
H  0.621  -5.163  1.570  -0.011
H  2.051  -5.194  2.590  0.562
H  0.118  -6.286  3.831  0.252
H  0.169  -5.089  5.914  0.349
H  0.880  -3.695  5.096  0.108
H  1.770  -5.209  5.266  0.416
H  -1.140  -4.028  3.026  0.110
C  -0.334  1.362  4.436  -1.224
C  -1.201  0.079  4.534  1.238
C  -0.347  -1.199  4.450  -0.923
O  -1.845  0.049  5.794  -0.698
H  0.384  1.385  5.256  0.477
H  -0.921  2.280  4.411  0.452
H  0.239  1.344  3.509  -0.068
H  -1.950  0.123  3.743  -0.543
H  0.176  -1.198  3.494  -0.208
H  -0.959  -2.095  4.549  0.502
H  0.412  -1.138  5.230  0.487
H  -2.346  -0.769  5.817  0.440
C  4.271  1.022  -0.463  0.911
C  5.096  2.249  -0.663  0.418
C  6.362  2.248  0.283  -1.520
O  5.551  2.213  -2.007  -0.659
H  3.858  0.912  0.540  -0.248
H  4.902  0.149  -0.629  -0.210
H  3.504  0.995  -1.238  -0.573
H  4.538  3.150  -0.407  0.295
H  5.993  2.239  1.308  0.305
H  6.910  3.180  0.149  0.489
H  7.019  1.388  0.147  0.271
H  6.063  3.013  -2.147  0.346
C  3.668  -3.565  -0.357  -0.178
C  4.357  -4.769  -0.922  0.591
C  3.532  -6.061  -0.728  -1.328
O  4.674  -4.589  -2.298  -0.632
H  2.633  -3.435  -0.674  -0.310
H  4.160  -2.599  -0.468  -0.140
H  3.631  -3.793  0.708  0.339
H  5.285  -4.870  -0.358  0.312
H  3.123  -6.201  0.273  0.253
H  3.998  -7.019  -0.961  0.442
H  2.693  -6.097  -1.423  0.300
H  5.170  -5.384  -2.506  0.313
C  -2.019  3.713  -5.381  -1.622
C  -2.505  2.799  -4.256  1.157
C  -2.210  1.297  -4.523  -1.720
O  -1.791  3.121  -3.068  0.516
H  -2.390  4.725  -5.216  0.384
H  -2.399  3.426  -6.362  0.432
H  -0.949  3.755  -5.588  0.257
H  -3.577  2.912  -4.097  0.122
H  -2.625  0.666  -3.738  0.269
H  -1.167  1.035  -4.699  0.310
H  -2.744  1.046  -5.439  0.546
H  -1.390  2.303  -2.764  -0.466

Cartesian forces, eV/Å:
O -0.1 1.8 -1.6
H 0.9 -1.9 -1.1
H 0.8 0.2 1.9
H -1.8 -0.7 0.9
As 1.3 0.8 -0.2
F -1.4 -0.6 -1.6
F -2.0 -0.2 1.3
F 1.5 -0.7 2.0
F 1.2 -0.3 -1.0
F -0.9 -1.9 -0.5
F 0.6 2.0 -0.1
C 0.6 -0.6 -0.3
C 0.1 0.4 -0.7
O -0.1 0.4 0.1
H 0.1 -0.2 -0.1
H -0.4 0.0 0.2
H -0.1 0.3 0.4
H 0.3 0.3 -0.1
H -0.1 -0.1 -0.1
H -0.3 -0.3 0.4
C 0.2 -1.2 1.1
C 0.8 -0.5 -1.7
O -0.9 0.8 1.4
H 0.2 -0.3 0.1
H 0.0 0.5 -0.1
H -0.1 0.1 -0.1
H 0.2 0.3 0.1
H -0.8 0.4 -0.3
H 0.3 0.0 -0.4
C 0.2 0.0 0.8
C 1.0 -1.3 -0.7
O -0.8 1.6 0.0
H 0.2 -0.2 -0.1
H -0.3 0.1 0.2
H 0.2 0.0 0.0
H 0.1 -0.4 0.1
H -0.2 0.1 0.4
H -0.2 0.2 -0.3
C -1.0 0.1 0.4
C 0.9 0.1 0.1
O 0.0 -0.5 -0.4
H 0.3 0.4 -0.1
H 0.1 -0.2 0.3
H -0.1 0.1 -0.3
H 0.1 -0.5 0.3
H -0.2 -0.2 -0.5
H -0.1 0.5 0.0
C -0.6 -0.2 0.4
C -0.2 0.1 -0.1
O 1.2 0.4 -0.6
H 0.2 -0.2 0.0
H -0.1 -0.1 0.0
H 0.2 0.3 -0.2
H -0.3 0.3 -0.2
H -0.1 0.3 0.0
H -0.3 -0.2 0.4
C 1.3 0.0 -0.9
C -0.4 0.3 1.0
O -0.8 0.2 -0.2
H 0.0 0.0 -0.4
H -0.2 0.3 0.0
H 0.0 -0.3 -0.3
H -0.1 0.3 -0.3
H 0.2 -0.6 1.1
H 0.0 0.1 0.0
C 0.9 0.5 0.7
C -0.6 1.0 0.3
O -0.2 -0.9 0.6
H -0.7 -0.1 -0.5
H 0.3 -0.3 -0.2
H -0.1 -0.3 -0.1
H 0.0 -0.1 -0.4
H 0.0 -0.1 0.0
H 0.5 0.5 -0.4
C 1.1 0.8 -0.2
C -2.1 0.8 0.5
O 0.4 -0.9 -0.7
H 0.3 0.0 0.4
H 0.2 -0.3 -0.1
H -0.3 0.1 0.3
H -0.3 0.6 0.3
H 0.1 -0.1 -0.6
H 0.3 -1.0 0.0
C 0.1 -0.6 0.1
C 0.2 0.9 0.0
O 0.1 0.5 0.2
H -0.1 -0.2 0.1
H 0.0 -0.1 -0.2
H -0.1 -0.1 -0.3
H -0.2 -0.1 -0.1
H 0.2 0.0 0.1
H -0.2 -0.5 0.0
C -0.9 1.1 0.4
C 0.3 -0.4 -0.5
O 1.6 -0.3 0.6
H -0.5 -0.3 -0.4
H 0.1 0.2 0.2
H -0.3 -0.1 -0.1
H 0.1 -0.3 0.1
H -0.7 0.1 -0.2
H -0.1 0.2 0.1
C -0.8 -0.7 -0.2
C 0.1 -0.4 0.1
O 0.1 0.0 1.2
H 0.1 0.1 -0.1
H -0.3 0.2 -0.2
H -0.3 -0.3 0.1
H 0.7 0.5 -0.5
H 0.5 0.5 -0.3
H 0.0 0.0 -0.1
C 0.2 -0.5 -0.2
C 1.1 1.0 0.5
O -1.0 0.5 -0.6
H 0.0 -0.1 0.0
H 0.1 -0.6 -0.2
H 0.6 -0.1 0.1
H -0.8 0.0 -0.5
H -0.4 0.3 0.7
H -0.2 -0.4 0.3
C 0.6 0.1 -0.7
C 1.4 -1.4 0.0
C 0.0 -0.1 0.0
O -0.7 0.9 0.7
H -0.1 0.2 0.2
H -0.5 0.1 0.0
H 0.2 -0.2 -0.2
H -0.6 0.1 -0.1
H -0.1 -0.1 0.1
H -0.2 0.1 0.2
H 0.0 0.0 -0.1
H 0.2 0.2 0.0
C 0.8 -0.8 0.6
C -0.6 -0.2 0.9
C 0.8 0.5 -0.1
O -0.9 0.3 0.1
H -0.6 0.2 0.0
H -0.1 0.3 0.0
H 0.2 -0.3 -0.1
H 0.6 -0.4 -0.7
H -0.3 0.0 -0.3
H 0.1 0.1 0.1
H 0.2 0.0 -0.1
H 0.2 0.0 -0.4
C -0.3 -0.8 -0.1
C 1.1 0.1 0.1
C 0.0 1.1 -0.6
O -0.4 0.5 0.3
H -0.1 0.1 0.1
H -0.2 -0.1 0.3
H 0.0 -0.1 -0.1
H -0.1 -0.2 -0.3
H 0.0 -0.3 -0.2
H 0.1 0.0 0.0
H -0.1 -0.2 0.2
H -0.1 -0.1 0.2
C -0.2 -0.5 -0.3
C 2.0 -0.5 1.7
C -1.4 0.3 -0.2
O -0.5 0.6 -0.3
H -0.1 0.4 -0.2
H 0.1 -0.1 0.0
H -0.3 -0.1 0.2
H -0.2 0.2 -0.4
H 0.1 0.0 0.2
H 0.2 0.0 0.0
H -0.1 0.0 -0.3
H 0.1 0.2 -0.2
C -0.7 0.0 0.7
C -0.1 -0.7 0.3
C -0.6 -0.2 -0.3
O 0.3 -0.2 0.2
H 0.0 -0.2 -0.2
H 0.4 -0.3 -0.3
H -0.2 0.3 0.2
H 0.3 -0.1 0.0
H 0.1 0.4 0.1
H 0.9 0.2 0.0
H -0.3 0.5 0.0
H 0.1 0.0 -0.6
C -0.6 0.2 -0.6
C 1.9 -1.3 -0.3
C -1.2 0.5 -0.9
O -0.2 0.8 0.2
H 0.2 0.1 0.1
H -0.5 -0.2 0.0
H 0.2 -0.2 0.8
H -0.1 0.2 0.0
H 0.1 0.1 0.1
H 0.2 0.4 0.2
H 0.0 -0.3 -0.1
H 0.0 0.1 0.3

The HOMO-LUMO gap is 0.3181 Ha.

=====

2.
The following is a quantum chemistry calculation of C42H27Br4N2O9ReTe as an isolated structure, from the Open Molecules 2025 dataset.

Last column: Mulliken charge in e.
Positions of all 86 atoms, in Å:
Re  -0.150  -0.190  1.206  1.128
O  -0.858  -0.948  7.207  -0.569
C  -0.761  -0.737  5.874  1.123
C  -1.739  -1.183  4.985  -0.599
C  -1.552  -0.929  3.648  0.433
N  -0.457  -0.308  3.229  0.404
C  0.452  0.193  4.065  0.846
C  0.340  -0.013  5.418  -1.102
C  1.460  1.063  3.329  -0.087
O  2.353  1.617  3.929  -0.765
O  1.172  1.177  2.069  -0.588
C  -2.553  -1.143  2.536  -0.354
O  -3.612  -1.691  2.751  -0.779
O  -2.177  -0.583  1.423  -0.433
H  -1.655  -1.455  7.395  0.312
H  -2.643  -1.683  5.310  0.477
H  1.077  0.394  6.095  0.589
C  -0.393  5.030  -3.450  -1.543
C  -0.587  4.129  -2.258  0.309
C  -1.362  4.511  -1.177  -1.022
C  -1.572  3.692  -0.065  0.130
C  -2.344  4.260  1.069  -0.172
O  -2.525  5.461  1.162  -0.660
C  -2.931  3.362  2.118  0.548
C  -2.657  3.612  3.456  -0.457
C  -3.221  2.812  4.439  -0.650
C  -4.088  1.785  4.086  -0.587
C  -4.373  1.545  2.748  -0.503
C  -3.781  2.323  1.766  0.305
C  -0.954  2.423  -0.032  0.847
O  -1.017  1.628  0.997  0.066
C  -0.164  2.027  -1.133  0.584
C  0.018  2.874  -2.210  -0.442
C  0.368  0.650  -1.058  -0.272
N  -0.459  -0.388  -0.921  0.192
C  -1.830  -0.337  -1.417  -0.234
C  -1.945  -1.217  -2.651  -1.335
Te  -1.017  -0.444  -4.422  0.170
C  0.454  -1.927  -4.684  0.092
C  1.634  -1.579  -5.335  -0.269
C  2.620  -2.530  -5.557  -0.591
C  2.452  -3.830  -5.102  -0.449
C  1.281  -4.179  -4.442  -0.542
C  0.279  -3.238  -4.252  -0.297
C  1.775  0.410  -1.436  0.615
C  2.736  1.409  -1.292  -0.584
C  4.034  1.198  -1.731  -0.995
C  4.386  -0.015  -2.307  -0.808
C  3.439  -1.022  -2.433  -0.796
C  2.141  -0.810  -2.004  -0.434
H  -0.908  5.980  -3.307  0.366
H  -0.782  4.575  -4.364  0.316
H  0.664  5.246  -3.620  0.328
H  -1.825  5.491  -1.161  0.438
H  -1.990  4.423  3.721  0.447
H  -2.989  2.994  5.482  0.411
H  -4.538  1.164  4.852  0.395
H  -5.023  0.725  2.470  0.396
H  -3.956  2.103  0.719  0.357
H  0.630  2.533  -3.040  0.642
H  -2.162  0.683  -1.635  0.278
H  -2.503  -0.741  -0.663  0.273
H  -2.994  -1.368  -2.906  0.683
H  -1.500  -2.194  -2.460  0.209
H  1.802  -0.554  -5.643  0.306
H  3.536  -2.243  -6.058  0.363
H  3.232  -4.566  -5.250  0.383
H  1.142  -5.188  -4.076  0.422
H  -0.636  -3.537  -3.756  0.529
H  2.467  2.342  -0.815  0.601
H  4.775  1.978  -1.607  0.413
H  5.403  -0.183  -2.641  0.391
H  3.712  -1.978  -2.864  0.574
H  1.390  -1.583  -2.109  0.942
Br  2.021  -6.829  0.473  -0.199
C  2.001  -4.952  0.685  0.293
C  3.182  -4.217  0.649  0.473
Br  4.844  -5.087  0.420  -0.200
C  3.156  -2.822  0.771  -0.253
Br  4.704  -1.759  0.854  -0.108
C  1.935  -2.172  0.880  -0.123
O  1.763  -0.869  0.910  -0.465
C  0.758  -2.921  0.996  -0.310
O  -0.311  -2.186  1.262  -0.414
C  0.778  -4.298  0.883  -0.268
Br  -0.872  -5.195  1.014  -0.138

Cartesian forces, eV/Å:
Re 0.1 0.5 -1.1
O 0.0 0.0 0.0
C 0.0 0.0 0.1
C 0.0 0.0 0.0
C 0.0 0.0 0.1
N 0.2 0.1 0.1
C -0.1 0.0 -0.1
C 0.1 0.0 0.0
C -0.1 -0.1 0.0
O 0.0 0.0 0.0
O 0.2 0.2 -0.1
C 0.0 0.0 0.0
O 0.0 0.0 0.0
O -0.1 -0.1 0.0
H 0.0 0.0 0.0
H 0.0 0.0 0.0
H 0.0 0.0 0.0
C 0.0 0.0 0.0
C 0.0 0.1 0.0
C 0.0 0.0 -0.1
C 0.0 -0.1 0.1
C 0.0 0.0 0.0
O 0.0 0.0 0.0
C 0.0 0.0 -0.1
C 0.0 0.0 0.0
C 0.0 0.0 0.0
C 0.0 0.0 0.0
C 0.0 0.0 0.0
C 0.0 -0.1 0.0
C 0.2 0.1 -0.3
O -0.4 -0.2 0.5
C -0.1 0.1 0.0
C 0.0 -0.1 0.0
C 0.1 0.1 0.5
N -0.1 -0.3 0.1
C 0.0 0.0 0.1
C -0.2 -0.1 -0.1
Te 0.1 0.0 0.0
C 0.0 -0.1 0.0
C 0.0 0.0 0.0
C 0.0 0.0 0.0
C 0.0 0.0 0.0
C 0.0 0.0 0.0
C 0.0 0.0 0.0
C 0.1 0.0 -0.1
C 0.0 0.0 0.0
C 0.0 0.0 0.0
C 0.0 0.0 0.0
C 0.1 0.0 0.0
C -0.1 0.1 0.0
H 0.0 0.0 0.0
H 0.0 0.0 0.0
H 0.0 0.0 0.0
H 0.0 0.0 0.0
H 0.0 0.0 0.0
H 0.0 0.0 0.0
H 0.0 0.0 0.0
H 0.0 0.0 0.0
H 0.0 0.0 0.0
H 0.0 0.0 0.0
H 0.0 0.0 0.0
H 0.1 0.0 0.0
H 0.0 0.0 0.0
H 0.0 0.1 0.0
H 0.0 0.0 0.0
H 0.0 0.0 0.0
H 0.0 0.0 0.0
H 0.0 0.0 0.0
H 0.0 0.0 0.0
H 0.0 0.0 0.0
H 0.0 0.0 0.0
H 0.0 0.0 0.0
H 0.0 0.0 0.0
H 0.0 0.0 0.0
Br 0.0 0.0 0.0
C 0.0 0.0 0.0
C 0.1 0.0 0.0
Br 0.0 0.0 0.0
C 0.0 0.0 0.0
Br 0.0 0.0 0.0
C 0.0 -0.1 -0.1
O -0.1 -0.1 0.5
C -0.1 0.1 0.0
O 0.0 -0.3 0.0
C 0.1 0.0 0.0
Br 0.0 0.0 0.0

The net charge is -1. The HOMO-LUMO gap (alpha / beta) is 0.2605 / 0.2449 Ha. The expectation value of S² is 0.761. Its multiplicity is 2.

=====

no.,energy (eV)
1,-161595.1800
2,-354998.8190